*1*
{"formula": "C26H24BBr4InN7O6S2", "method": "wB97M-V/def2-TZVPD", "orbital_gap_ev": 6.43, "charge": -1, "elements": ["In", "O", "C", "O", "C", "C", "C", "C", "C", "N", "C", "O", "O", "H", "H", "H", "H", "Br", "C", "C", "Br", "C", "Br", "C", "O", "C", "O", "C", "Br", "C", "N", "C", "C", "N", "B", "N", "C", "C", "N", "C", "C", "S", "C", "S", "H", "H", "H", "H", "H", "H", "H", "H", "H", "H", "H", "H", "C", "C", "C", "C", "N", "N", "C", "H", "H", "H", "H", "H", "H", "H", "H"], "positions_angstrom": [[0.125, 0.312, -0.369], [-0.206, -2.918, 3.272], [0.261, -2.130, 2.277], [0.826, -1.094, 2.480], [0.223, -2.811, 0.945], [0.129, -4.190, 0.851], [0.244, -4.786, -0.399], [0.476, -3.988, -1.501], [0.558, -2.611, -1.324], [0.405, -2.043, -0.135], [0.972, -1.718, -2.503], [1.228, -2.289, -3.557], [1.066, -0.480, -2.244], [-0.155, -2.405, 4.088], [-0.014, -4.772, 1.749], [0.184, -5.862, -0.496], [0.617, -4.377, -2.498], [1.420, 5.395, 4.224], [1.621, 3.915, 3.061], [2.880, 3.511, 2.652], [4.425, 4.436, 3.231], [2.996, 2.418, 1.785], [4.692, 1.827, 1.180], [1.894, 1.704, 1.318], [2.022, 0.717, 0.468], [0.590, 2.101, 1.772], [-0.477, 1.450, 1.367], [0.501, 3.208, 2.609], [-1.249, 3.743, 3.104], [-3.568, 1.737, 0.314], [-3.205, 2.090, -1.044], [-3.395, 3.308, -1.649], [-2.865, 3.210, -2.890], [-2.354, 1.949, -3.050], [-1.568, 1.490, -4.308], [-0.018, 1.675, -4.088], [0.859, 1.282, -5.070], [2.120, 1.495, -4.635], [2.021, 2.029, -3.376], [3.112, 2.262, -2.454], [0.708, 2.111, -3.049], [0.191, 2.707, -1.514], [-2.563, 1.276, -1.912], [-2.132, -0.347, -1.536], [-4.270, 2.473, 0.700], [-2.681, 1.716, 0.950], [-4.020, 0.747, 0.318], [-3.866, 4.133, -1.148], [-2.793, 3.945, -3.671], [-1.900, 2.214, -5.215], [-1.781, 0.329, -4.516], [0.503, 0.858, -5.992], [3.068, 1.297, -5.103], [4.037, 2.405, -3.011], [3.216, 1.410, -1.782], [2.899, 3.145, -1.858], [-5.470, -2.213, 1.116], [-4.238, -1.648, 1.738], [-4.053, -0.906, 2.882], [-2.663, -0.658, 2.954], [-2.046, -1.213, 1.925], [-3.008, -1.819, 1.213], [-1.935, 0.075, 4.030], [-6.196, -2.460, 1.888], [-5.239, -3.113, 0.547], [-5.931, -1.488, 0.441], [-4.808, -0.557, 3.567], [-2.784, -2.194, 0.308], [-2.041, -0.445, 4.986], [-2.345, 1.078, 4.140], [-0.884, 0.168, 3.766]]}

=====

*2*
{"formula": "C26H24BBr4InN7O6S2", "method": "wB97M-V/def2-TZVPD", "orbital_gap_ev": 6.36, "charge": -1, "elements": ["In", "O", "C", "O", "C", "C", "C", "C", "C", "N", "C", "O", "O", "H", "H", "H", "H", "Br", "C", "C", "Br", "C", "Br", "C", "O", "C", "O", "C", "Br", "C", "N", "C", "C", "N", "B", "N", "C", "C", "N", "C", "C", "S", "C", "S", "H", "H", "H", "H", "H", "H", "H", "H", "H", "H", "H", "H", "C", "C", "C", "C", "N", "N", "C", "H", "H", "H", "H", "H", "H", "H", "H"], "positions_angstrom": [[0.167, 0.507, -0.069], [1.632, 0.189, -4.757], [1.348, 0.030, -3.461], [0.216, -0.009, -3.049], [2.546, -0.106, -2.604], [3.763, -0.555, -3.104], [4.822, -0.696, -2.221], [4.633, -0.363, -0.895], [3.383, 0.101, -0.495], [2.371, 0.208, -1.330], [3.149, 0.509, 0.951], [4.091, 0.477, 1.730], [1.976, 0.860, 1.257], [0.814, 0.322, -5.262], [3.861, -0.801, -4.150], [5.777, -1.067, -2.564], [5.414, -0.444, -0.156], [-4.922, 4.978, -2.432], [-3.266, 4.097, -2.165], [-2.164, 4.423, -2.928], [-2.290, 5.740, -4.287], [-0.955, 3.763, -2.698], [0.552, 4.101, -3.804], [-0.773, 2.855, -1.666], [0.355, 2.286, -1.421], [-1.934, 2.497, -0.890], [-1.827, 1.590, 0.001], [-3.145, 3.107, -1.194], [-4.656, 2.545, -0.194], [-2.761, -0.270, -2.620], [-1.990, -1.479, -2.569], [-1.555, -2.195, -3.644], [-0.835, -3.239, -3.159], [-0.823, -3.170, -1.800], [-0.298, -4.397, -0.969], [-0.205, -4.040, 0.526], [-0.951, -4.558, 1.538], [-0.593, -3.953, 2.696], [0.397, -3.059, 2.393], [1.025, -2.169, 3.326], [0.606, -3.114, 1.055], [1.709, -2.157, 0.212], [-1.498, -2.070, -1.454], [-1.747, -1.421, 0.108], [-3.587, -0.378, -3.325], [-2.129, 0.565, -2.934], [-3.151, -0.057, -1.625], [-1.778, -1.907, -4.650], [-0.326, -4.031, -3.668], [-1.104, -5.276, -1.085], [0.785, -4.686, -1.377], [-1.681, -5.318, 1.354], [-0.942, -4.090, 3.699], [1.377, -2.730, 4.196], [0.309, -1.407, 3.641], [1.870, -1.683, 2.835], [1.428, 1.355, 5.702], [0.435, 1.680, 4.643], [-0.702, 2.462, 4.631], [-1.200, 2.388, 3.317], [-0.423, 1.598, 2.591], [0.542, 1.168, 3.404], [-2.381, 3.096, 2.756], [1.582, 2.208, 6.359], [2.374, 1.082, 5.241], [1.084, 0.521, 6.315], [-1.115, 3.032, 5.439], [1.345, 0.741, 2.951], [-2.845, 3.739, 3.503], [-3.119, 2.381, 2.403], [-2.066, 3.697, 1.903]]}

=====

Pick *1*: it beats the second-best structure by 0.0401 hartree.

=====

*1*
{"formula": "C4H12O", "method": "wB97M-V/def2-TZVPD", "orbital_gap_ev": 10.96, "smiles": "CCO.CC", "elements": ["C", "C", "O", "H", "H", "H", "H", "H", "H", "C", "C", "H", "H", "H", "H", "H", "H"], "positions_angstrom": [[-0.847, 0.625, -1.934], [-0.955, 1.541, -0.709], [-1.308, 0.709, 0.475], [-0.617, 1.425, -2.686], [-1.762, 0.146, -2.255], [0.046, -0.006, -2.198], [-0.337, 2.299, -0.205], [-1.922, 2.106, -0.976], [-1.057, -0.188, 0.251], [0.964, -1.276, 1.996], [1.177, -0.968, 0.515], [-0.101, -1.362, 2.227], [1.458, -2.167, 2.373], [1.425, -0.522, 2.631], [1.171, 0.108, 0.450], [2.223, -1.112, 0.248], [0.440, -1.360, -0.204]]}

=====

*2*
{"formula": "C4H12O", "method": "wB97M-V/def2-TZVPD", "orbital_gap_ev": 11.30, "smiles": "CCO.CC", "elements": ["C", "C", "O", "H", "H", "H", "H", "H", "H", "C", "C", "H", "H", "H", "H", "H", "H"], "positions_angstrom": [[-2.500, -0.707, 0.445], [-1.364, -0.485, -0.606], [-1.433, 0.873, -1.002], [-2.613, 0.168, 1.049], [-2.359, -1.599, 1.017], [-3.407, -0.977, -0.120], [-0.457, -0.707, -0.140], [-1.413, -1.266, -1.411], [-1.455, 1.308, -0.133], [2.657, -0.151, 0.204], [1.625, 1.049, 0.024], [3.048, -0.033, 1.238], [2.043, -1.074, 0.065], [3.456, -0.114, -0.517], [2.295, 1.943, 0.000], [0.852, 0.869, 0.777], [1.026, 0.902, -0.891]]}

=====

*3*
{"formula": "C4H12O", "method": "wB97M-V/def2-TZVPD", "orbital_gap_ev": 12.18, "smiles": "CCCC.O", "elements": ["C", "C", "C", "C", "H", "H", "H", "H", "H", "H", "H", "H", "H", "H", "O", "H", "H"], "positions_angstrom": [[-0.964, 1.523, -1.177], [-0.652, 0.280, -0.346], [0.072, 0.465, 0.981], [0.038, -0.757, 1.887], [-1.737, 1.325, -1.929], [-0.152, 1.809, -1.848], [-1.374, 2.301, -0.533], [-0.057, -0.416, -0.947], [-1.606, -0.221, -0.159], [-0.475, 1.273, 1.493], [1.100, 0.821, 0.935], [-0.948, -1.154, 2.103], [0.546, -0.492, 2.819], [0.674, -1.571, 1.527], [2.001, -1.893, -1.928], [1.289, -2.208, -1.368], [2.247, -1.085, -1.511]]}

=====

*4*
{"formula": "C4H12O", "method": "wB97M-V/def2-TZVPD", "orbital_gap_ev": 11.88, "smiles": "CCCC.O", "elements": ["C", "C", "C", "C", "H", "H", "H", "H", "H", "H", "H", "H", "H", "H", "O", "H", "H"], "positions_angstrom": [[-0.779, -1.831, 0.455], [-0.851, -0.697, -0.536], [0.474, 0.099, -0.783], [0.304, 1.611, -1.395], [-0.657, -2.692, -0.035], [-1.404, -1.652, 1.283], [0.076, -1.845, 1.094], [-1.559, 0.114, -0.109], [-1.229, -1.013, -1.546], [0.969, 0.092, 0.311], [1.153, -0.412, -1.415], [1.208, 2.073, -1.610], [-0.251, 2.257, -0.697], [-0.112, 1.285, -2.423], [1.017, 0.806, 2.816], [0.139, 0.665, 2.546], [1.503, 1.140, 2.043]]}

=====

Pick *3*: it beats the second-best structure by 0.0369 hartree.

=====

*1*
{"formula": "C4H7N3", "method": "wB97M-V/def2-TZVPD", "orbital_gap_ev": 8.96, "smiles": "C/C(=N\\N)[C@H]1C=N1", "elements": ["C", "C", "N", "N", "C", "C", "N", "H", "H", "H", "H", "H", "H", "H"], "positions_angstrom": [[0.886, 0.811, -1.169], [0.197, 0.144, -0.010], [-1.027, -0.297, 0.006], [-1.676, -0.581, -1.166], [0.891, -0.042, 1.236], [-0.144, -0.809, 2.209], [0.908, -1.393, 1.918], [1.776, 1.336, -0.827], [1.199, 0.071, -1.908], [0.223, 1.524, -1.662], [-2.666, -0.396, -1.087], [-1.276, -0.225, -2.029], [1.651, 0.654, 1.568], [-0.943, -0.797, 2.922]]}

=====

*2*
{"formula": "C4H7N3", "method": "wB97M-V/def2-TZVPD", "orbital_gap_ev": 9.78, "smiles": "[H]/N=C1\\CCN\\C1=N\\[H]", "elements": ["H", "N", "C", "C", "C", "N", "C", "N", "H", "H", "H", "H", "H", "H"], "positions_angstrom": [[1.180, -1.741, -1.310], [0.421, -2.289, -0.841], [0.201, -1.154, -0.312], [1.116, 0.230, -0.598], [0.076, 1.293, -0.271], [-0.781, 0.637, 0.711], [-0.895, -0.726, 0.589], [-1.782, -1.452, 1.144], [-1.605, -2.430, 0.903], [1.967, 0.259, 0.105], [1.541, 0.390, -1.615], [-0.475, 1.571, -1.183], [0.497, 2.209, 0.153], [-1.557, 1.129, 1.120]]}

=====

*3*
{"formula": "C4H7N3", "method": "wB97M-V/def2-TZVPD", "orbital_gap_ev": 9.04, "smiles": "CNc1cc[nH]n1", "elements": ["C", "N", "C", "C", "C", "N", "N", "H", "H", "H", "H", "H", "H", "H"], "positions_angstrom": [[2.274, 0.293, 0.280], [1.150, 0.549, -0.581], [-0.164, 0.209, -0.290], [-0.712, -0.741, 0.618], [-2.070, -0.684, 0.388], [-2.258, 0.229, -0.589], [-1.115, 0.810, -0.994], [2.121, 0.778, 1.251], [2.502, -0.772, 0.458], [3.155, 0.757, -0.179], [1.334, 0.566, -1.577], [-0.195, -1.386, 1.315], [-2.899, -1.250, 0.796], [-3.123, 0.643, -0.897]]}

=====

Pick *3*: it beats the second-best structure by 0.0291 hartree.

=====

*1*
{"formula": "C4H7N3", "method": "wB97M-V/def2-TZVPD", "orbital_gap_ev": 8.44, "smiles": "[H]/N=N/[H].c1cc[nH]c1", "elements": ["H", "N", "N", "H", "C", "C", "C", "N", "C", "H", "H", "H", "H", "H"], "positions_angstrom": [[2.731, -0.815, -0.956], [3.072, -0.823, 0.013], [2.752, 0.315, 0.374], [3.087, 0.399, 1.336], [-2.306, 0.504, -0.241], [-1.908, -0.754, 0.353], [-0.539, -0.788, 0.410], [-0.001, 0.354, -0.109], [-1.126, 1.125, -0.518], [-3.249, 0.942, -0.569], [-2.583, -1.513, 0.789], [0.160, -1.540, 0.613], [0.948, 0.507, -0.390], [-1.039, 2.085, -1.105]]}

=====

*2*
{"formula": "C4H7N3", "method": "wB97M-V/def2-TZVPD", "orbital_gap_ev": 7.98, "elements": ["C", "C", "C", "C", "H", "H", "H", "H", "H", "H", "H", "N", "N", "N"], "positions_angstrom": [[-2.425, 0.279, -0.048], [-0.270, -0.427, 0.036], [1.517, 1.026, 0.019], [2.056, -0.227, 0.115], [-2.155, 1.045, 0.844], [-3.501, -0.095, 0.220], [-2.180, 0.937, -0.922], [-0.620, 1.749, 0.873], [2.016, 1.975, -0.182], [3.056, -0.509, -0.190], [0.954, -2.110, 0.116], [-1.483, -0.811, -0.008], [0.096, 0.930, -0.171], [0.982, -1.104, -0.034]]}

=====

*3*
{"formula": "C4H7N3", "method": "wB97M-V/def2-TZVPD", "orbital_gap_ev": 10.33, "smiles": "[H]/N=C(\\C#N)NCC", "elements": ["H", "N", "C", "C", "N", "N", "C", "C", "H", "H", "H", "H", "H", "H"], "positions_angstrom": [[3.283, -0.412, 0.970], [2.314, -0.573, 1.230], [1.503, -0.223, 0.308], [1.947, 0.295, -0.990], [2.360, 0.700, -1.992], [0.149, -0.258, 0.489], [-0.859, -0.386, -0.557], [-2.047, 0.533, -0.285], [-0.088, -0.648, 1.394], [-0.399, -0.150, -1.525], [-1.189, -1.431, -0.616], [-1.745, 1.578, -0.382], [-2.426, 0.383, 0.733], [-2.867, 0.339, -0.984]]}

=====

*4*
{"formula": "C4H7N3", "method": "wB97M-V/def2-TZVPD", "orbital_gap_ev": 9.53, "elements": ["C", "C", "N", "C", "N", "C", "N", "H", "H", "H", "H", "H", "H", "H"], "positions_angstrom": [[-2.313, 0.096, -0.284], [-0.895, -0.443, -0.148], [0.013, 0.703, -0.085], [1.326, 0.833, -0.046], [2.065, -0.328, -0.102], [3.392, -0.055, -0.092], [4.494, 0.301, -0.078], [-2.410, 0.684, -1.204], [-2.553, 0.748, 0.564], [-3.051, -0.709, -0.311], [-0.640, -1.078, -1.006], [-0.796, -1.046, 0.764], [-0.451, 1.598, -0.031], [1.776, -1.303, -0.198]]}

=====

Pick *3*: it beats the second-best structure by 0.0552 hartree.

=====

*1*
{"formula": "C4H7N3", "method": "wB97M-V/def2-TZVPD", "orbital_gap_ev": [6.62, 7.90], "elements": ["C", "C", "C", "C", "N", "N", "N", "H", "H", "H", "H", "H", "H", "H"], "positions_angstrom": [[0.313, -2.139, -0.472], [-0.784, 1.405, 1.012], [1.145, 0.076, 0.127], [0.376, -0.786, -0.752], [0.307, -3.272, -0.249], [0.129, 0.477, 1.290], [-0.750, -0.063, -1.277], [-0.323, 2.257, 0.639], [-1.909, 1.203, 1.114], [2.048, -0.261, 0.714], [1.549, 0.926, -0.299], [-0.235, -0.358, 1.713], [-0.545, 0.900, -1.538], [-1.321, -0.366, -2.022]]}

=====

*2*
{"formula": "C4H7N3", "method": "wB97M-V/def2-TZVPD", "orbital_gap_ev": 7.27, "smiles": "NC1=C[C@]2(N)N[C@H]12", "elements": ["N", "C", "C", "C", "N", "N", "C", "H", "H", "H", "H", "H", "H", "H"], "positions_angstrom": [[2.400, -0.398, 0.416], [1.079, -0.241, 0.123], [0.061, -1.112, -0.048], [-0.973, -0.060, -0.254], [-2.220, -0.147, 0.294], [-0.602, 0.917, -1.148], [0.451, 1.105, -0.049], [2.991, 0.375, 0.144], [2.804, -1.316, 0.304], [-0.009, -2.180, -0.221], [-2.895, 0.595, 0.175], [-2.356, -0.765, 1.080], [-1.234, 1.717, -1.121], [0.104, 1.600, 0.856]]}

=====

Pick *2*: it beats the second-best structure by 0.0050 hartree.